Entry P
Entry from OMol25: the molecule C3H8FNO (wB97M-V/def2-TZVPD).

The geometry in XYZ format:
```
14
C3H8FNO (wB97M-V/def2-TZVPD)
C -1.180 -0.168 1.100
C 0.022 -0.580 0.269
C 1.224 0.276 0.367
H -0.885 1.814 0.114
H -1.790 0.625 -0.666
H -1.207 -0.136 2.220
H -2.148 -0.787 0.845
H 0.303 -1.793 0.391
H 0.216 -0.757 -1.749
H 1.014 1.503 0.661
H 1.788 -0.082 1.260
N -1.531 1.041 0.297
O -0.592 -0.605 -1.129
F 1.974 0.000 -0.727
```

The spin multiplicity is 1. The value obtained for the highest occupied orbital energy is -8.68 eV. The structure (SMILES) is NC[C@@H](O)CF. The HOMO-LUMO gap is 9.620 eV.

Entry Q
Entry from OMol25: a cluster of 2 separate species, C3H8FNO in total (wB97M-V/def2-TZVPD).

The geometry in XYZ format:
```
14
C3H8FNO (wB97M-V/def2-TZVPD)
C 1.237 0.446 0.424
C -0.245 0.591 0.461
C -1.090 -0.606 0.082
H 1.755 -1.643 -0.107
H 0.705 -0.709 -1.597
H 1.810 0.175 1.519
H 1.811 1.444 0.052
H -0.529 0.991 1.402
H -1.732 1.085 -0.857
H -0.834 -1.041 -0.849
H -1.379 -1.353 0.910
N 1.725 -0.516 -0.667
O -0.682 1.371 -0.681
F -2.552 -0.233 -0.092
```

The spin multiplicity is 1. The value obtained for the highest occupied orbital energy is -9.81 eV. The HOMO-LUMO gap is 10.474 eV.

Which of them is most stable, and which least? Most stable: entry P; least stable: entry Q.

Entry P
Entry from OMol25: a cluster of 2 separate species, C9H14 in total (wB97M-V/def2-TZVPD).

The geometry in XYZ format:
```
23
C9H14 (wB97M-V/def2-TZVPD)
C 1.108 -1.217 1.717
C 1.234 2.162 0.286
C -0.114 2.628 0.524
C 1.598 0.972 0.692
C 0.605 0.102 1.337
C -1.131 1.738 0.966
C -0.666 0.501 1.508
H 1.967 2.841 -0.232
H -0.371 3.575 0.021
H 2.602 0.612 0.953
H -2.166 1.970 0.813
H 1.570 -1.009 2.881
H 1.718 -1.602 1.044
H -1.519 0.014 2.121
H 0.374 -1.995 1.628
C -0.580 -0.681 -1.979
C -1.096 -2.116 -2.046
H -0.795 -0.242 -0.991
H 0.494 -0.571 -2.073
H -1.182 -0.212 -2.708
H -0.378 -2.700 -2.593
H -1.960 -2.088 -2.728
H -1.313 -2.682 -1.138
```

The spin multiplicity is 2. Its net charge is +1. The value obtained for the highest occupied orbital energy (alpha / beta) is -14.58 / -14.52 eV. The HOMO-LUMO gap (alpha / beta) is 10.042 / 6.268 eV.

Entry Q
Entry from OMol25: a cluster of 2 separate species, C9H14 in total (wB97M-V/def2-TZVPD).

The geometry in XYZ format:
```
23
C9H14 (wB97M-V/def2-TZVPD)
C 0.066 2.621 -0.678
C 1.511 -1.304 -1.480
C 0.143 -1.110 -1.067
C 2.378 -0.229 -1.664
C -0.351 0.176 -1.072
C 1.907 1.027 -1.385
C 0.528 1.253 -1.034
H 1.795 -2.291 -1.804
H -0.504 -1.865 -0.645
H 3.403 -0.540 -1.685
H -1.396 0.256 -0.799
H 2.662 1.801 -1.314
H 0.177 3.303 -1.530
H 0.507 2.923 0.256
H -0.996 2.631 -0.736
C -1.386 -0.346 2.344
C -1.561 -1.777 1.836
H -0.531 -0.343 3.017
H -1.107 0.346 1.548
H -2.307 -0.005 2.805
H -2.290 -1.886 1.020
H -2.029 -2.450 2.556
H -0.617 -2.191 1.511
```

The spin multiplicity is 2. Its net charge is +1. The value obtained for the highest occupied orbital energy (alpha / beta) is -14.73 / -14.72 eV. The HOMO-LUMO gap (alpha / beta) is 10.243 / 6.536 eV.

Entry R
Entry from OMol25: a cluster of 2 separate species, C9H14 in total (wB97M-V/def2-TZVPD).

The geometry in XYZ format:
```
23
C9H14 (wB97M-V/def2-TZVPD)
C -0.457 0.378 -2.981
C -0.671 -1.135 -0.984
C 0.155 -0.330 -1.846
C -0.160 -1.997 -0.010
C 1.181 -1.933 0.255
C 1.490 -0.192 -1.514
C 1.983 -0.982 -0.493
H -1.739 -1.086 -1.136
H -0.755 -2.702 0.541
H -0.935 -0.309 -3.680
H 0.279 0.912 -3.576
H 1.707 -2.461 1.039
H 2.145 0.490 -2.046
H 3.039 -0.932 -0.256
H -1.189 1.122 -2.689
C -0.280 1.332 1.840
C -1.256 1.516 2.975
H 0.006 2.295 1.452
H 0.659 0.834 2.129
H -0.595 0.590 1.107
H -1.542 0.563 3.452
H -2.202 1.899 2.629
H -0.864 2.128 3.792
```

The spin multiplicity is 2. Its net charge is +1. The value obtained for the highest occupied orbital energy (alpha / beta) is -14.53 / -14.55 eV. The HOMO-LUMO gap (alpha / beta) is 9.997 / 6.277 eV.

Which of them is most stable, and which least? Most stable: entry R; least stable: entry P.

Entry P
Entry from OMol25: a structure of composition C3H14N2O (wB97M-V/def2-TZVPD).

The geometry in XYZ format:
```
20
C3H14N2O (wB97M-V/def2-TZVPD)
C -0.281 -0.605 -1.609
C -0.107 0.887 -1.110
C 0.044 0.887 0.390
N 0.113 2.730 0.648
N 0.429 -1.588 -0.681
H -1.332 -0.860 -1.691
H 0.246 -0.697 -2.554
H 0.769 1.283 -1.622
H -1.006 1.405 -1.439
H 0.998 0.765 0.890
H -0.898 0.785 0.919
H 0.004 3.032 1.619
H -0.671 3.182 0.169
H 0.944 3.200 0.287
H 0.428 -2.491 -1.165
H 1.398 -1.336 -0.508
H -0.067 -1.760 0.246
H 0.300 -1.966 2.607
H -0.662 -2.960 2.012
O -0.276 -2.087 1.838
```

The spin multiplicity is 1. Its net charge is +2. The value obtained for the highest occupied orbital energy is -20.04 eV. The HOMO-LUMO gap is 12.283 eV.

Entry Q
Entry from OMol25: a cluster of 3 separate species, C3H14N2O in total (wB97M-V/def2-TZVPD).

The geometry in XYZ format:
```
20
C3H14N2O (wB97M-V/def2-TZVPD)
C 0.181 -1.420 0.910
C 0.374 -1.337 -0.597
C 0.261 0.204 -0.685
N 0.070 0.704 -2.707
N -0.942 -0.529 1.435
H 1.141 -1.084 1.437
H -0.094 -2.385 1.213
H -0.418 -1.903 -1.094
H 1.260 -1.732 -0.933
H -0.714 0.676 -0.687
H 1.153 0.746 -0.513
H 0.086 1.661 -2.975
H 0.869 0.389 -3.265
H -0.681 0.254 -3.153
H -1.372 -0.776 2.362
H -1.737 -0.453 0.817
H -0.573 0.561 1.695
H -0.099 2.729 2.280
H 1.108 1.910 2.244
O 0.127 1.787 2.217
```

The spin multiplicity is 1. Its net charge is +2. The value obtained for the highest occupied orbital energy is -20.70 eV. The HOMO-LUMO gap is 11.810 eV.

Which of them is most stable, and which least? Most stable: entry P; least stable: entry Q.

Entry P
Entry from OMol25: the molecule C3H3Br (wB97M-V/def2-TZVPD).

The geometry in XYZ format:
```
7
C3H3Br (wB97M-V/def2-TZVPD)
C -0.586 0.644 0.390
C -0.578 -0.654 0.363
C 0.531 -0.015 -0.388
Br 2.403 0.001 0.007
H -1.009 1.620 0.553
H -1.088 -1.537 0.585
H 0.326 -0.058 -1.509
```

The spin multiplicity is 1. The value obtained for the highest occupied orbital energy is -9.71 eV. The structure (SMILES) is BrC1C=C1. The HOMO-LUMO gap is 10.877 eV.

Entry Q
Entry from OMol25: the molecule C3H3Br (wB97M-V/def2-TZVPD).

The geometry in XYZ format:
```
7
C3H3Br (wB97M-V/def2-TZVPD)
C -0.305 -0.887 -0.037
C 0.687 -0.097 -0.120
C -0.574 0.630 -0.108
Br 2.550 0.127 -0.058
H -0.677 -1.896 0.233
H -1.007 1.127 -0.862
H -0.674 0.996 0.952
```

The spin multiplicity is 1. The value obtained for the highest occupied orbital energy is -9.39 eV. The structure (SMILES) is BrC1=CC1. The HOMO-LUMO gap is 10.265 eV.

Entry R
Entry from OMol25: the molecule C3H3Br (wB97M-V/def2-TZVPD).

The geometry in XYZ format:
```
7
C3H3Br (wB97M-V/def2-TZVPD)
C -0.101 1.586 0.340
C -0.344 2.701 0.749
C -0.064 0.206 0.051
Br -0.585 4.492 1.120
H 1.001 -0.230 -0.218
H -0.926 -0.120 -0.781
H -0.433 -0.315 0.922
```

The spin multiplicity is 1. The value obtained for the highest occupied orbital energy is -9.46 eV. The structure (SMILES) is CC#CBr. The HOMO-LUMO gap is 10.222 eV.

Which of them is most stable, and which least? Most stable: entry R; least stable: entry Q.

Entry P
Entry from OMol25: the molecule C4H13ClSi2 (wB97M-V/def2-TZVPD).

The geometry in XYZ format:
```
20
C4H13ClSi2 (wB97M-V/def2-TZVPD)
C -1.040 -0.539 -1.774
C -2.356 -0.516 1.132
C 2.153 1.434 -0.918
C 0.893 -0.808 0.704
Si -0.772 0.088 0.049
Si 2.454 -0.382 -0.311
Cl 4.163 -0.558 0.889
H -0.181 -0.826 -2.350
H -1.651 -1.415 -1.645
H -1.496 0.182 -2.388
H -2.464 -1.534 1.102
H -2.136 -0.434 2.217
H -3.299 -0.094 0.805
H 2.011 2.142 -0.118
H 3.053 1.751 -1.492
H 1.285 1.506 -1.627
H 0.980 -0.377 1.691
H 0.653 -1.929 0.916
H -0.827 1.482 -0.131
H 2.749 -1.186 -1.486
```

The spin multiplicity is 1. The value obtained for the highest occupied orbital energy is -10.27 eV. The structure (SMILES) is C[SiH](C)C[Si@@H](C)Cl. The HOMO-LUMO gap is 11.130 eV.

Entry Q
Entry from OMol25: a cluster of 2 separate species, C4H13ClSi2 in total (wB97M-V/def2-TZVPD).

The geometry in XYZ format:
```
20
C4H13ClSi2 (wB97M-V/def2-TZVPD)
C -0.135 -1.377 1.954
C -1.172 -0.466 -2.425
C -0.157 0.178 2.240
C -1.549 0.361 -1.150
Si 2.326 0.638 -0.702
Si 0.450 0.982 0.565
Cl -0.011 2.974 0.791
H -0.700 -1.521 0.996
H 0.959 -1.645 1.950
H -0.544 -1.931 2.881
H -0.747 0.292 -3.154
H -0.387 -1.202 -1.965
H -2.074 -0.964 -2.908
H 0.394 0.424 3.263
H -1.142 0.460 2.319
H -2.141 -0.192 -0.469
H -2.026 1.276 -1.428
H 3.708 0.678 0.193
H 2.027 -0.622 -1.455
H 2.921 1.656 -1.495
```

The spin multiplicity is 1. The value obtained for the highest occupied orbital energy is -8.17 eV. The HOMO-LUMO gap is 8.548 eV.

Which of them is most stable, and which least? Most stable: entry P; least stable: entry Q.